DFT (ωB97M-V with the def2-TZVPD basis set) results for a 4-piece molecular cluster, C27H45NO7P overall.

The value obtained for the LUMO energy is 0.0934 Ha. The value obtained for the total energy is -1978.5938 a.u.

Structure (ORCA input):
```
! wB97M-V def2-TZVPD RIJCOSX def2/J DEFGRID3
* xyz -1 1
C -3.514 -1.062 -0.555
C -2.046 -1.569 -0.455
O -1.303 -0.546 0.171
C -0.008 -0.944 0.596
C 0.818 -1.290 -0.669
C 2.321 -1.387 -0.434
O 2.833 -2.503 -0.394
C 3.222 -0.193 -0.297
C 2.791 1.028 -0.757
C 3.554 2.165 -0.627
C 4.772 2.063 -0.008
C 5.205 0.838 0.428
C 4.452 -0.298 0.303
N -0.028 -2.105 1.477
P -0.670 -1.817 3.074
C -2.409 -1.187 2.981
C -0.821 -3.529 3.838
C -2.004 -3.669 4.818
C 0.631 0.309 1.307
O 0.084 1.425 1.100
O 1.618 0.124 2.041
H -3.733 -0.735 -1.574
H -4.209 -1.852 -0.260
H -3.621 -0.211 0.123
H -2.075 -2.505 0.109
H -1.724 -1.789 -1.482
H 0.601 -0.542 -1.439
H 0.513 -2.252 -1.088
H 1.823 1.119 -1.236
H 3.157 3.105 -0.989
H 5.362 2.965 0.121
H 6.172 0.762 0.921
H 4.771 -1.267 0.665
H 0.897 -2.513 1.543
H -2.700 -0.947 4.005
H -2.403 -0.241 2.432
H -3.145 -1.861 2.519
H -0.836 -4.273 3.028
H 0.122 -3.690 4.368
H -1.686 -4.298 5.657
H -2.828 -4.153 4.288
H -2.312 -2.723 5.265
C -1.564 5.277 0.244
C -1.726 3.774 0.060
C -2.996 3.502 0.842
O -3.801 4.696 0.753
C -3.009 5.756 0.218
H -0.946 5.750 -0.521
H -1.118 5.485 1.220
H -1.881 3.544 -0.999
H -0.878 3.189 0.414
H -2.778 3.317 1.898
H -3.559 2.654 0.451
H -3.345 5.948 -0.810
H -3.167 6.662 0.808
C -3.803 -6.156 1.436
C -3.828 -7.057 0.208
C -4.065 -6.051 -0.910
O -3.460 -4.827 -0.494
C -3.114 -4.913 0.894
H -3.285 -6.590 2.290
H -4.825 -5.915 1.742
H -2.855 -7.537 0.080
H -4.590 -7.835 0.247
H -5.136 -5.869 -1.060
H -3.630 -6.367 -1.860
H -2.025 -4.998 0.967
H -3.424 -4.001 1.406
C 4.769 5.383 -4.873
C 5.800 4.265 -4.953
C 6.121 4.033 -3.484
O 4.935 4.345 -2.752
C 4.005 5.007 -3.612
H 4.129 5.457 -5.751
H 5.271 6.344 -4.735
H 5.344 3.370 -5.383
H 6.679 4.517 -5.546
H 6.919 4.702 -3.141
H 6.416 3.004 -3.274
H 3.191 4.308 -3.835
H 3.586 5.873 -3.097
*
```

***

DFT (ωB97M-V with the def2-TZVPD basis set) results for C27H46AuClNOP as an isolated structure.

The value obtained for the LUMO energy is 0.0215 Ha. The value obtained for the total energy is -2123.6697 a.u.

Structure (ORCA input):
```
! wB97M-V def2-TZVPD RIJCOSX def2/J DEFGRID3
* xyz 0 1
Au -1.211 -0.193 -0.124
O -0.235 0.822 2.862
C 1.156 0.702 3.106
C 1.799 -0.443 2.317
C 3.240 -0.150 1.881
C 3.475 -0.080 0.382
C 4.734 0.292 -0.096
C 4.950 0.366 -1.457
C 3.905 0.056 -2.319
C 2.696 -0.314 -1.760
N 2.480 -0.377 -0.446
H -0.650 -0.037 3.030
H 1.351 0.597 4.180
H 1.594 1.654 2.797
H 1.186 -0.615 1.431
H 1.761 -1.363 2.902
H 3.935 -0.892 2.281
H 3.571 0.805 2.302
H 5.527 0.523 0.606
H 5.918 0.657 -1.845
H 4.026 0.094 -3.393
H 1.852 -0.580 -2.389
Cl -1.582 -2.104 2.598
C -1.369 -2.069 0.781
H -2.233 -2.619 0.414
H -0.486 -2.681 0.603
C -4.753 4.369 -0.198
C -5.052 2.963 -0.706
C -3.849 2.397 -1.481
C -2.510 2.944 -0.943
C -2.643 3.173 0.568
C -3.619 4.327 0.839
P -1.133 1.790 -1.311
C 0.446 2.727 -1.121
C 1.018 2.564 0.297
C 2.218 3.487 0.465
C 1.775 4.962 0.444
C 0.484 5.153 -0.365
C 0.448 4.211 -1.565
C -1.153 1.413 -3.118
C -2.167 0.347 -3.548
C -1.738 -0.248 -4.898
C -1.090 0.811 -5.808
C -1.640 2.196 -5.488
C -1.233 2.623 -4.067
H -5.645 4.825 0.234
H -4.466 4.998 -1.046
H -5.936 2.955 -1.345
H -5.281 2.317 0.147
H -3.943 2.647 -2.540
H -3.855 1.305 -1.410
H -2.292 3.903 -1.422
H -1.683 3.379 1.039
H -2.999 2.244 1.022
H -3.077 5.276 0.832
H -4.035 4.213 1.842
H 1.120 2.169 -1.783
H 1.286 1.519 0.438
H 0.271 2.781 1.063
H 2.927 3.289 -0.347
H 2.748 3.268 1.394
H 2.569 5.581 0.020
H 1.616 5.316 1.465
H 0.399 6.189 -0.699
H -0.387 4.963 0.267
H 1.336 4.393 -2.179
H -0.405 4.446 -2.201
H -0.162 0.950 -3.233
H -3.155 0.801 -3.640
H -2.250 -0.437 -2.794
H -2.611 -0.680 -5.392
H -1.038 -1.069 -4.729
H -1.254 0.559 -6.857
H -0.005 0.821 -5.663
H -2.730 2.176 -5.575
H -1.287 2.935 -6.210
H -1.952 3.356 -3.691
H -0.264 3.124 -4.100
*
```

***

DFT (ωB97M-V with the def2-TZVPD basis set) results for a 5-piece molecular cluster, C27H46BF9NO6 overall.

The value obtained for the LUMO energy is 0.0898 Ha. The value obtained for the total energy is -2486.1831 a.u.

Structure (ORCA input):
```
! wB97M-V def2-TZVPD RIJCOSX def2/J DEFGRID3
* xyz -1 1
C -1.520 -2.275 -2.881
C -1.819 -1.328 -1.928
C -0.804 -0.448 -1.233
C 0.395 -1.282 -0.795
O 1.288 -1.531 -1.845
B 2.661 -1.116 -1.440
C 3.850 -2.009 -2.090
C 4.389 -3.129 -1.184
N 3.630 -4.400 -1.323
O 2.603 -1.039 0.071
C 1.311 -0.580 0.230
C 0.857 -0.332 1.665
F 1.902 0.032 2.444
F -0.003 0.746 1.644
C 0.046 -1.423 2.410
F -1.122 -1.668 1.788
F -0.284 -0.874 3.620
C 0.767 -2.756 2.782
F 2.033 -2.542 3.167
F 0.098 -3.263 3.854
C 0.777 -3.914 1.747
F -0.443 -4.222 1.322
F 1.580 -3.674 0.744
F 1.258 -4.990 2.397
H -1.614 -3.339 -2.663
H -1.148 -2.042 -3.874
H -2.860 -1.206 -1.627
H -0.476 0.398 -1.845
H -1.321 -0.071 -0.350
H -0.016 -2.244 -0.461
H 2.880 0.087 -1.766
H 3.434 -2.501 -2.978
H 4.689 -1.405 -2.443
H 5.433 -3.354 -1.413
H 4.330 -2.852 -0.131
H 3.928 -4.819 -2.197
H 2.657 -4.153 -1.476
H 1.342 0.458 -0.169
C -4.611 2.656 -2.875
C -4.807 2.790 -1.369
C -4.047 1.580 -0.847
O -2.985 1.337 -1.767
C -3.189 2.115 -2.950
H -4.736 3.591 -3.421
H -5.317 1.927 -3.282
H -4.331 3.706 -1.015
H -5.852 2.804 -1.059
H -4.687 0.689 -0.814
H -3.630 1.743 0.149
H -2.453 2.923 -2.950
H -3.020 1.498 -3.833
C 2.391 -4.637 7.299
C 1.285 -5.040 6.327
C 1.021 -6.480 6.743
O 1.297 -6.555 8.146
C 1.969 -5.367 8.567
H 2.481 -3.561 7.440
H 3.353 -5.016 6.947
H 0.397 -4.428 6.498
H 1.564 -4.945 5.280
H 1.691 -7.172 6.221
H -0.008 -6.793 6.562
H 1.269 -4.763 9.156
H 2.812 -5.639 9.204
C -1.501 4.910 1.789
C -0.171 4.402 1.238
C -0.617 3.680 -0.025
O -1.785 4.373 -0.496
C -2.250 5.268 0.511
H -1.404 5.753 2.472
H -2.017 4.103 2.314
H 0.474 5.247 0.984
H 0.371 3.752 1.922
H -0.891 2.642 0.182
H 0.142 3.685 -0.807
H -2.028 6.295 0.194
H -3.333 5.165 0.613
C 1.109 4.906 -5.335
C -0.052 4.962 -6.326
C -0.706 3.603 -6.107
O -0.480 3.261 -4.743
C 0.483 4.147 -4.172
H 1.489 5.885 -5.045
H 1.935 4.332 -5.759
H -0.742 5.763 -6.047
H 0.256 5.123 -7.358
H -0.247 2.835 -6.739
H -1.780 3.613 -6.302
H -0.035 4.827 -3.485
H 1.209 3.566 -3.602
*
```

***

DFT (ωB97M-V with the def2-TZVPD basis set) results for C27H46FGaN6O3SSi2 as an isolated structure.

The value obtained for the LUMO energy is -0.2052 Ha. The value obtained for the total energy is -4612.0080 a.u. The relative energy (zero: lowest compared OMol25 entry of this formula, charge and spin) comes out at 39.0 kcal/mol.

Structure (ORCA input):
```
! wB97M-V def2-TZVPD RIJCOSX def2/J DEFGRID3
* xyz 2 1
Ga 2.615 0.447 -1.053
F -1.648 -0.479 4.612
C -1.956 -0.894 3.352
C -0.976 -0.795 2.305
C -1.293 -1.014 0.959
C -0.302 -1.002 -0.124
O 0.941 -1.121 0.044
C -0.855 -0.767 -1.421
C -2.206 -0.907 -1.651
N -3.118 -1.361 -0.686
C -4.492 -1.710 -0.973
C -5.660 -0.778 -0.806
C -5.191 -1.119 -2.184
C -2.728 -1.290 0.700
C -3.700 -1.352 1.680
C -3.316 -1.067 3.071
N -4.289 -0.805 4.041
C -4.290 -1.309 5.432
C -5.687 -1.828 5.764
N -6.730 -0.796 5.707
C -6.299 0.396 4.844
C -5.469 -0.043 3.623
C -0.031 -0.146 -2.557
O -0.470 -0.097 -3.728
O 1.076 0.458 -2.184
H 0.074 -0.686 2.598
H -2.637 -0.674 -2.636
H -4.890 -2.732 -0.848
H -5.372 0.208 -0.406
H -6.639 -1.187 -0.575
H -4.723 -0.327 -2.807
H -5.766 -1.802 -2.767
H -4.757 -1.688 1.540
H -3.870 -0.507 6.148
H -3.608 -2.172 5.413
H -5.653 -2.318 6.739
H -5.943 -2.652 5.026
H -7.018 -0.404 6.646
H -7.609 -1.207 5.289
H -5.676 1.133 5.466
H -7.219 0.841 4.464
H -5.142 0.869 3.050
H -6.097 -0.636 2.947
C 2.116 3.960 -2.075
Si 3.873 3.277 -2.153
C 4.925 3.766 -0.700
C 4.687 4.204 -3.646
C 3.810 1.404 -2.351
Si 3.529 0.606 -4.003
C 5.103 0.904 -5.023
C 2.191 1.635 -4.959
C 2.974 -1.211 -4.162
H 1.805 4.513 -1.151
H 1.414 3.087 -2.145
H 1.894 4.623 -2.861
H 4.746 4.867 -0.678
H 6.030 3.562 -0.845
H 4.594 3.262 0.234
H 4.699 5.296 -3.480
H 4.244 4.068 -4.616
H 5.771 3.853 -3.642
H 4.837 1.055 -2.105
H 6.050 0.855 -4.422
H 5.039 1.896 -5.569
H 5.267 0.223 -5.819
H 2.673 2.458 -5.451
H 1.289 1.975 -4.419
H 1.827 0.926 -5.715
H 3.553 -1.815 -3.462
H 3.195 -1.589 -5.164
H 1.887 -1.239 -4.004
N 3.787 -3.281 2.690
C 3.823 -3.015 1.223
C 3.810 -1.501 0.932
N 3.619 -1.272 -0.533
H 4.082 -4.227 2.849
H 2.857 -3.248 3.078
H 4.374 -2.646 3.235
H 2.967 -3.511 0.746
H 4.768 -3.460 0.920
H 4.807 -1.106 1.155
H 3.014 -1.028 1.484
H 2.997 -2.011 -0.921
H 4.514 -1.347 -0.964
S 1.305 2.670 2.760
C 1.726 2.170 1.352
N 2.148 1.708 0.330
*
```

***

DFT (ωB97M-V with the def2-TZVPD basis set) results for C27H46N3O2PSm as an isolated structure.

The value obtained for the LUMO energy (spin up / spin down) is -0.2198 / -0.2816 Ha. Its expectation value of S² is 12.024. The value obtained for the total energy is -2369.9195 a.u.

Structure (ORCA input):
```
! wB97M-V def2-TZVPD RIJCOSX def2/J DEFGRID3
* xyz 2 7
C 1.851 -0.519 -1.147
N 1.392 -0.910 0.057
C 1.683 -2.163 0.499
C 2.811 -2.780 0.002
C 3.563 -2.191 -0.995
C 3.067 -1.037 -1.682
Sm -0.622 0.141 0.692
C -2.359 2.040 0.006
O -3.236 2.677 -0.367
C 0.815 -2.766 1.605
N 0.108 -1.726 2.437
C 0.956 -1.330 3.604
C 2.385 -0.958 3.259
C 0.795 0.001 -2.108
P -0.300 1.515 -2.089
C -1.082 1.217 -3.830
C -0.404 2.093 -4.879
C 0.500 3.258 -1.878
C -0.564 4.333 -2.165
C 0.958 3.395 -0.417
C 1.723 3.412 -2.774
C -0.971 -0.231 -4.373
C -2.578 1.569 -3.728
C -1.153 -2.296 3.017
C -2.233 -2.599 1.957
H 3.155 -3.695 0.536
H 4.502 -2.617 -1.349
H 3.421 -0.754 -2.648
H 1.279 -0.004 -3.109
H 1.320 4.419 -0.215
H 0.167 3.202 0.319
H 1.795 2.723 -0.192
H 2.226 4.364 -2.557
H 2.443 2.608 -2.595
H 1.485 3.418 -3.839
H -0.168 5.326 -1.894
H -0.860 4.379 -3.217
H -1.476 4.179 -1.579
H -0.867 1.884 -5.852
H -0.510 3.165 -4.707
H 0.661 1.860 -4.985
H 0.055 -0.483 -4.649
H -1.327 -0.995 -3.690
H -1.576 -0.273 -5.288
H -2.750 2.608 -3.427
H -3.034 1.433 -4.721
H -3.110 0.921 -3.021
H 0.076 -3.477 1.188
H 1.458 -3.373 2.277
H 0.441 -0.489 4.095
H 0.982 -2.183 4.311
H -1.534 -1.569 3.771
H -0.899 -3.223 3.590
H -2.950 -3.268 2.412
H -2.746 -1.680 1.680
H -1.824 -3.070 1.078
H 2.843 -0.505 4.143
H 2.995 -1.835 3.002
H 2.451 -0.223 2.447
C -2.482 -1.310 -1.383
H -2.865 -2.253 -0.927
H -2.588 -1.330 -2.474
H -3.257 -0.625 -0.982
O -1.167 -1.055 -0.875
H 0.007 -0.758 -1.899
C -2.090 1.662 3.392
C -0.717 2.176 3.466
C -0.156 3.030 4.415
C 1.189 3.235 4.089
C 1.432 2.465 2.908
C 2.714 2.355 2.216
N 0.250 1.832 2.522
H -2.155 0.614 3.729
H -2.509 1.734 2.369
H -2.742 2.270 4.044
H -0.718 3.455 5.272
H 1.929 3.835 4.583
H 2.966 3.284 1.683
H 3.542 2.197 2.921
H 2.735 1.531 1.499
*
```

***

DFT (ωB97M-V with the def2-TZVPD basis set) results for C27H46PRb as an isolated structure.

The value obtained for the LUMO energy is -0.0047 Ha. The value obtained for the total energy is -1421.8054 a.u. The relative energy (zero: lowest compared OMol25 entry of this formula, charge and spin) comes out at 8.5 kcal/mol.

Structure (ORCA input):
```
! wB97M-V def2-TZVPD RIJCOSX def2/J DEFGRID3
* xyz 0 1
Rb 1.631 -3.888 18.096
C 3.962 -8.113 17.557
C 4.056 -6.918 18.449
C 3.063 -6.722 19.426
C 3.100 -5.612 20.258
C 4.072 -4.617 20.094
C 5.085 -4.827 19.133
C 5.081 -5.979 18.340
H 3.100 -8.087 16.892
H 3.850 -9.006 18.171
H 4.850 -8.243 16.935
H 2.272 -7.459 19.499
H 2.361 -5.529 21.057
H 4.057 -3.735 20.759
H 5.938 -4.149 19.052
H 5.893 -6.192 17.653
C -1.571 -2.349 18.547
C -1.847 -3.746 18.515
C -1.727 -4.135 17.127
C -1.394 -2.949 16.415
C -1.289 -1.836 17.272
C -0.827 -0.458 16.900
C 0.374 -0.044 17.783
C -2.023 0.494 17.128
C -0.390 -0.427 15.438
C -1.944 -5.458 16.378
C -1.793 -5.218 14.865
C -0.879 -6.515 16.783
C -3.370 -6.001 16.582
C -2.248 -4.469 19.772
C -1.896 -5.968 19.836
C -3.790 -4.344 19.967
C -1.537 -3.833 20.987
H -1.652 -1.708 19.407
H -1.339 -2.882 15.336
H 0.125 -0.114 18.837
H 0.652 0.988 17.534
H 1.260 -0.655 17.579
H -2.266 0.630 18.184
H -2.936 0.100 16.638
H -1.840 1.480 16.663
H 0.362 -1.192 15.230
H 0.066 0.540 15.190
H -1.236 -0.582 14.720
H -0.815 -4.798 14.619
H -2.555 -4.540 14.457
H -1.890 -6.183 14.321
H 0.077 -6.372 16.234
H -1.232 -7.521 16.547
H -0.633 -6.494 17.844
H -4.111 -5.263 16.272
H -3.602 -6.238 17.620
H -3.521 -6.923 16.016
H -2.403 -6.545 19.081
H -2.173 -6.426 20.814
H -0.815 -6.129 19.682
H -4.322 -4.841 19.149
H -4.087 -3.298 19.939
H -4.102 -4.814 20.908
H -0.441 -3.858 20.836
H -1.765 -4.373 21.911
H -1.839 -2.765 21.098
C 4.128 -1.690 14.289
P 3.211 -3.017 15.173
C 4.430 -4.364 15.211
C 2.104 -3.647 13.863
H 4.522 -2.050 13.323
H 4.988 -1.388 14.910
H 3.500 -0.809 14.084
H 5.111 -4.363 14.341
H 3.931 -5.352 15.277
H 5.077 -4.276 16.103
H 2.665 -3.751 12.923
H 1.298 -2.931 13.669
H 1.685 -4.614 14.157
*
```